1.
A molecular structure, C42H41ClO2P2Pt in a non-equilibrium geometry, computed with the ωB97M-V functional and the def2-TZVPD basis.

Properties
2S+1 = 5
F_max = 0.08270 Eh/bohr
LUMO energy (spin up / spin down) = -5.012 / -7.945 eV
Frontier orbital gap (spin up / spin down) = 7.920 / 5.185 eV
Charge = +2

The geometry in XYZ format:
```
89
Properties=species:S:1:pos:R:3:forces:R:3:lowdin_spin:R:1
Pt -0.262 1.777 -2.281 0.79 -2.49 -0.04 1.17
C 2.186 -0.400 -0.556 -1.19 1.32 -0.30 0.11
C 2.095 0.381 -1.673 1.64 0.31 0.30 0.02
C 2.354 -0.145 -3.067 0.84 -0.17 -0.24 0.00
C 1.115 -0.254 -3.918 0.10 0.32 -0.17 -0.01
C -0.040 -0.755 -3.095 -0.69 -1.28 -1.49 0.01
C -0.084 -1.822 -2.256 -1.24 1.96 0.17 0.08
C 0.949 -2.561 -1.506 0.71 -1.27 0.71 0.01
C 1.840 -1.829 -0.440 -0.37 -0.51 0.47 0.02
C -2.015 2.085 -1.522 -1.57 0.11 1.03 0.25
H 2.366 0.143 0.387 -0.03 -0.44 -0.39 0.00
H 2.501 1.394 -1.547 -0.37 -0.16 0.27 0.00
H 2.895 -1.101 -3.014 -0.32 0.11 0.06 0.00
H 3.074 0.548 -3.532 -0.20 -0.23 0.06 0.00
H 0.880 0.753 -4.317 -0.06 -0.22 0.09 0.00
H 1.281 -0.856 -4.832 -0.13 0.03 0.48 0.00
H -0.999 -0.501 -3.567 -0.02 -0.07 0.39 0.00
H -1.113 -2.051 -1.932 0.57 -0.01 -0.25 0.00
H 1.604 -3.220 -2.115 -0.43 0.60 -0.07 0.00
H 0.339 -3.261 -0.903 0.64 0.04 -0.23 0.00
H 1.311 -1.925 0.522 0.10 0.14 -0.15 0.00
H 2.742 -2.430 -0.249 -0.04 0.12 -0.25 0.01
H -1.902 2.537 -0.515 -0.35 -0.44 -0.57 0.03
H -2.540 1.105 -1.550 0.21 0.71 0.32 0.03
H -2.495 2.791 -2.218 0.01 -0.02 0.03 0.05
P 0.278 5.364 -6.647 1.22 1.38 -0.67 0.28
P -1.846 3.836 -7.345 -1.27 0.42 -2.35 0.32
C 0.741 4.132 -7.894 -1.52 -1.18 -0.14 0.01
C -0.375 3.505 -8.386 1.22 0.71 0.54 0.01
C 1.081 6.989 -7.171 -0.07 -0.32 0.07 0.06
C 2.167 6.992 -8.061 -0.20 0.13 -0.28 0.02
C 2.709 8.207 -8.501 -0.03 -0.08 -0.10 0.00
C 2.190 9.423 -8.047 0.02 -0.23 0.25 0.01
C 1.239 9.406 -7.020 0.03 -0.34 -0.17 0.00
C 0.681 8.201 -6.580 0.03 -0.26 -0.31 0.01
C 1.303 4.938 -5.262 -0.24 -0.76 1.02 0.04
C 0.734 4.022 -4.350 -0.01 0.49 -0.52 0.02
C 1.490 3.567 -3.305 0.67 -0.13 0.26 0.08
C 2.824 3.980 -3.156 -0.09 -0.09 0.23 0.02
C 3.370 4.928 -4.035 -0.25 -0.57 0.39 0.01
C 2.612 5.394 -5.104 -0.03 0.02 0.28 0.01
C -2.913 4.573 -8.676 0.03 0.64 0.10 0.03
C -2.464 5.798 -9.204 -0.17 -0.14 -0.14 0.01
C -3.116 6.384 -10.288 -0.05 0.05 -0.12 0.00
C -4.261 5.800 -10.847 0.24 -0.32 0.40 0.02
C -4.703 4.575 -10.334 0.30 0.08 0.14 0.00
C -4.032 3.959 -9.264 -0.10 0.05 0.10 0.02
C -2.720 2.291 -7.015 0.16 -0.43 0.32 0.07
C -3.903 2.303 -6.247 0.34 0.05 -0.09 0.02
C -4.571 1.114 -5.980 0.22 -0.28 -0.26 0.00
C -4.059 -0.095 -6.482 0.03 0.23 -0.05 0.02
C -2.910 -0.097 -7.283 -0.17 -0.08 0.10 0.00
C -2.232 1.094 -7.548 -0.18 -0.16 0.27 0.02
H 1.783 3.845 -8.069 -0.33 0.49 -0.67 0.00
H -0.467 2.960 -9.347 0.34 -0.12 0.90 0.00
H 2.590 6.049 -8.419 -0.20 0.40 -0.04 0.00
H 3.537 8.203 -9.217 -0.36 -0.05 0.25 0.00
H 2.547 10.376 -8.465 -0.10 -0.56 0.36 0.00
H 0.927 10.336 -6.567 -0.11 0.02 -0.02 0.00
H -0.057 8.187 -5.779 0.04 0.15 -0.26 0.00
H -0.299 3.680 -4.472 0.25 0.20 -0.05 0.01
H 1.014 2.854 -2.524 1.86 1.83 -0.49 0.05
H 3.427 3.558 -2.347 -0.16 0.32 -0.22 0.00
H 4.382 5.301 -3.883 -0.21 -0.22 -0.04 0.00
H 3.050 6.114 -5.796 -0.23 -0.18 0.21 0.00
H -1.580 6.280 -8.778 -0.25 -0.03 -0.18 0.00
H -2.716 7.299 -10.723 -0.14 -0.13 0.21 0.00
H -4.799 6.283 -11.673 0.35 -0.25 0.39 0.00
H -5.563 4.083 -10.785 0.19 0.08 0.19 0.00
H -4.386 2.995 -8.894 0.07 0.31 -0.13 0.00
H -4.301 3.246 -5.877 0.07 -0.14 -0.01 0.00
H -5.496 1.118 -5.402 0.30 0.02 -0.13 0.00
H -4.574 -1.033 -6.255 0.20 0.35 -0.16 0.00
H -2.546 -1.033 -7.709 -0.10 0.29 0.15 0.00
H -1.338 1.095 -8.170 -0.21 -0.12 0.18 0.00
Cl -0.361 -3.884 5.815 -0.20 -0.09 -0.03 0.01
C -0.599 -2.734 4.572 0.23 1.67 -0.26 0.01
C -0.196 -1.388 4.799 -0.15 -0.23 -0.37 0.00
C -0.257 -0.458 3.756 0.30 -0.33 -0.01 0.02
C -0.663 -0.854 2.456 0.41 0.73 1.14 0.06
C -1.141 -2.149 2.287 0.15 -0.44 -0.01 0.01
C -1.153 -3.079 3.339 0.29 0.52 0.00 0.01
C -0.518 0.136 1.299 -2.50 -3.26 -1.09 0.06
O 0.221 1.120 1.606 0.58 0.93 -0.29 0.77
O -1.056 -0.106 0.190 1.42 1.19 1.77 0.07
H 0.175 -1.088 5.785 -0.17 -0.18 -0.44 0.00
H 0.077 0.575 3.915 -0.20 -0.50 0.10 0.00
H -1.477 -2.461 1.312 -0.17 -0.03 -0.18 0.00
H -1.555 -4.074 3.225 0.04 -0.02 -0.26 0.00
```
Positions in Å, forces in eV/Å.

***

2.
43 unconnected molecules or ions with the total composition H84O46S in a non-equilibrium geometry, computed with the ωB97M-V functional and the def2-TZVPD basis.

Properties
F_max = 0.03912 Eh/bohr
LUMO energy = 3.415 eV
Frontier orbital gap = 10.364 eV
Charge = -2

The geometry in XYZ format:
```
131
Properties=species:S:1:pos:R:3:forces:R:3:mulliken_charge:R:1
S -0.010 -0.234 0.038 0.25 -1.28 1.53 -0.63
O -0.367 0.981 -0.691 0.69 0.98 -0.64 -0.20
O 0.966 0.059 1.169 -0.44 -0.02 -1.08 -0.73
O -1.254 -0.762 0.636 -0.07 -0.34 -0.02 0.50
O 0.585 -1.275 -0.858 -0.48 0.45 0.39 0.11
O 1.816 -5.082 -2.127 0.41 -0.12 -0.12 -0.66
H 1.582 -4.765 -1.226 0.32 0.04 -0.47 0.44
H 2.760 -4.938 -2.335 -0.80 0.01 0.35 0.30
O -2.782 5.090 0.217 -0.45 -1.33 -0.21 -0.84
H -2.162 5.805 0.374 0.01 0.71 0.00 0.39
H -2.202 4.357 -0.076 -0.02 0.32 0.18 0.38
O 2.836 1.997 0.653 -0.27 -0.76 0.82 -0.45
H 2.891 2.039 -0.303 -0.03 0.28 -0.60 0.37
H 2.229 1.214 0.818 0.15 0.97 -0.04 0.14
O 6.213 -2.191 1.445 -0.47 0.96 0.58 -0.71
H 5.720 -1.366 1.686 0.39 -0.90 -0.38 0.35
H 6.081 -2.210 0.491 -0.01 -0.23 -0.37 0.32
O 3.482 3.319 3.076 -0.11 0.13 -1.19 -0.72
H 3.274 2.913 2.186 0.21 0.31 0.97 0.38
H 3.612 2.593 3.676 0.10 -0.55 0.27 0.28
O 1.943 4.930 -2.901 0.11 0.09 -0.10 -0.77
H 1.849 4.590 -2.012 0.04 -0.09 0.36 0.28
H 1.723 4.144 -3.420 -0.12 0.00 -0.49 0.42
O 1.532 -1.957 3.148 -0.32 0.83 -0.76 -0.78
H 1.407 -1.255 2.484 -0.54 0.31 0.14 0.30
H 2.148 -2.550 2.684 -0.09 -1.13 0.32 0.46
O -5.846 1.767 3.816 0.67 -0.18 -0.56 -0.67
H -5.032 2.147 3.427 -0.56 0.13 0.20 0.38
H -5.934 0.970 3.271 -0.22 0.03 0.34 0.32
O -3.574 4.390 -2.656 0.00 -0.58 -0.30 -0.73
H -2.787 4.723 -3.100 0.15 0.36 -0.13 0.37
H -3.386 4.565 -1.730 -0.14 0.30 0.38 0.40
O -4.454 -0.107 -2.123 0.57 0.54 -0.70 -0.49
H -4.005 0.529 -2.712 -0.35 -0.39 0.29 0.24
H -4.301 0.272 -1.240 -0.08 -0.09 0.34 0.31
O 1.091 -0.253 -5.673 1.24 0.11 0.40 -0.79
H 0.329 -0.480 -5.152 -0.93 -0.23 0.39 0.33
H 1.822 -0.651 -5.120 -0.42 0.15 -0.83 0.45
O 2.050 1.981 -1.918 -0.66 -0.29 1.17 -0.75
H 1.135 1.710 -1.617 0.85 0.19 -0.41 0.27
H 1.974 2.152 -2.855 -0.45 0.08 -0.98 0.25
O 0.335 -4.142 -4.331 -0.22 -0.16 -0.58 -0.75
H 0.578 -4.529 -3.479 0.17 0.25 0.45 0.46
H -0.337 -3.454 -4.193 0.32 0.07 0.19 0.28
O 2.829 -3.897 2.097 1.11 0.45 -0.91 -0.72
H 2.330 -4.220 1.314 0.15 0.41 0.41 0.37
H 3.585 -3.347 1.766 -0.61 -1.07 0.13 0.34
O 4.829 -2.311 4.196 -0.16 0.12 0.26 -0.67
H 5.406 -2.477 3.451 0.56 -0.38 -0.34 0.40
H 4.218 -1.684 3.808 -0.36 0.30 -0.04 0.26
O -3.737 0.719 0.556 0.38 -0.25 0.12 -0.69
H -2.905 0.188 0.640 -0.46 0.78 -0.05 0.38
H -3.626 1.608 0.995 0.07 -0.88 -0.27 0.28
O -0.858 -2.318 6.624 -0.33 -0.48 -0.22 -0.65
H -0.088 -2.147 6.079 0.60 0.41 0.07 0.34
H -1.269 -3.052 6.147 -0.20 0.17 0.24 0.31
O -4.929 -1.308 2.297 -0.22 0.68 -0.42 -0.69
H -4.138 -1.592 2.752 0.39 -0.05 0.26 0.32
H -4.682 -0.448 1.879 0.01 -0.77 -0.06 0.33
O -2.509 -4.532 -3.545 0.27 -0.01 0.47 -0.67
H -1.666 -4.903 -3.847 -0.22 0.10 0.01 0.36
H -2.292 -4.060 -2.713 -0.28 -0.06 -0.45 0.37
O 0.924 2.432 -4.433 0.46 0.13 -0.09 -0.56
H 0.008 2.229 -4.177 -0.19 0.11 0.23 0.35
H 1.164 1.713 -5.040 0.00 -0.19 -0.07 0.33
O -1.489 1.856 -3.233 -0.84 0.34 0.32 -0.73
H -1.321 1.420 -2.380 0.14 0.02 0.00 0.22
H -2.212 2.495 -3.048 0.45 -0.28 -0.17 0.23
O 3.172 -4.754 -4.714 0.42 0.19 -0.61 -0.62
H 3.507 -4.563 -5.602 0.15 -0.08 0.34 0.27
H 2.222 -4.774 -4.866 -0.63 0.10 0.26 0.33
O -1.512 -2.319 2.862 0.53 0.15 0.26 -0.79
H -1.338 -1.672 2.131 0.06 -0.39 0.40 0.31
H -0.652 -2.476 3.312 -0.64 0.31 -0.66 0.19
O 5.380 -2.430 -1.617 0.48 -0.18 -0.67 -0.67
H 5.670 -2.288 -2.538 -0.07 -0.10 0.64 0.31
H 4.455 -2.178 -1.665 -0.38 0.46 0.19 0.29
O -1.198 7.186 1.012 -0.18 0.23 -0.30 -0.77
H -1.157 6.643 1.799 0.23 -0.11 0.45 0.36
H -0.439 6.921 0.482 0.37 0.02 0.04 0.34
O 1.626 -0.932 5.436 0.42 -0.13 0.13 -0.80
H 2.590 -0.957 5.446 0.06 0.25 0.70 0.25
H 1.527 -1.381 4.562 -0.37 -0.05 -0.23 0.53
O 1.121 4.678 3.164 0.39 1.94 -0.30 -0.65
H 0.578 3.917 3.221 -0.99 -1.36 0.14 0.32
H 1.987 4.438 3.513 0.26 -0.41 -0.15 0.32
O -2.001 -4.664 1.541 -0.84 -0.35 -0.73 -0.68
H -2.004 -3.822 2.047 0.08 -0.13 -0.07 0.46
H -2.941 -4.807 1.241 0.92 0.37 0.62 0.37
O 1.365 5.724 0.506 0.34 -0.66 -0.28 -0.69
H 1.913 5.009 0.120 -0.14 0.67 0.36 0.18
H 1.374 5.511 1.460 -0.06 -0.16 0.23 0.45
O 3.117 -1.597 -4.352 -0.15 -0.21 0.65 -0.78
H 2.929 -1.365 -3.406 0.40 0.19 -0.48 0.40
H 2.933 -2.547 -4.393 -0.01 -0.03 -0.15 0.44
O -0.867 5.224 -3.064 -0.38 0.13 -0.12 -0.73
H -0.002 5.629 -3.014 0.48 0.44 -0.39 0.36
H -0.705 4.477 -2.488 -0.23 -0.59 0.44 0.12
O -1.062 -1.477 -3.332 0.05 0.26 0.58 -0.50
H -1.960 -1.091 -3.308 0.66 -0.34 0.23 0.23
H -0.669 -1.402 -2.423 -0.43 -0.01 -0.94 0.09
O -2.573 -3.124 -0.927 0.57 -0.26 0.08 -0.36
H -2.244 -2.236 -0.694 -0.13 -0.33 0.06 -0.03
H -2.085 -3.740 -0.339 -0.39 0.60 -0.07 0.32
O 4.091 -0.376 1.494 -0.15 0.73 -0.20 -0.51
H 3.150 -0.528 1.308 0.17 -0.15 0.00 0.16
H 4.220 0.502 1.066 -0.11 -0.62 0.40 0.35
O 0.093 1.305 5.545 -0.43 0.66 -0.24 -0.72
H -0.684 1.034 6.037 -0.10 -0.14 0.18 0.31
H 0.626 0.503 5.450 0.39 -0.39 0.08 0.43
O 3.000 -0.600 -1.812 -0.26 -0.90 0.15 -0.39
H 2.861 0.352 -1.942 -0.19 0.01 0.05 0.27
H 2.126 -0.961 -1.497 0.47 0.57 -0.04 0.37
O 0.742 -4.155 0.178 0.61 0.39 -0.08 -0.79
H 0.472 -3.221 0.119 -0.02 -0.12 -0.16 0.16
H -0.034 -4.673 0.384 -0.69 -0.13 0.44 0.19
O -6.586 -2.116 -2.167 0.54 -0.34 -0.57 -0.64
H -6.047 -2.922 -2.227 -0.34 0.16 0.19 0.30
H -6.013 -1.489 -2.643 -0.19 0.17 0.52 0.30
O -4.764 -4.224 0.656 0.44 -0.22 -1.42 -0.75
H -4.457 -4.209 -0.288 -0.34 -0.04 1.15 0.29
H -4.798 -3.277 0.837 -0.15 0.31 0.37 0.42
O -0.425 3.823 -0.570 -0.04 -0.94 -0.12 0.48
H 0.093 4.478 -0.081 0.14 0.02 0.22 0.20
H -0.157 2.916 -0.296 -0.25 0.61 -0.15 -0.06
O -3.733 2.900 2.033 -0.05 0.84 -0.01 -0.70
H -3.669 3.770 1.592 -0.12 -0.19 -0.04 0.31
H -2.935 2.878 2.574 0.54 -0.28 0.17 0.29
O -1.040 2.337 3.108 -0.20 0.72 -0.90 -0.61
H -0.512 1.854 2.468 0.01 -0.26 -0.44 0.28
H -0.774 1.940 3.930 0.37 -0.45 1.30 0.27
```
Positions in Å, forces in eV/Å.

***

3.
CH2INS in the gas phase in a non-equilibrium geometry, computed with the ωB97M-V functional and the def2-TZVPD basis.

Properties
ΔE to the lowest compared entry with this formula, charge and spin = 23.3 kcal/mol
Structure (SMILES) = C=NSI
F_max = 0.12164 Eh/bohr
LUMO energy = -1.095 eV
Frontier orbital gap = 7.678 eV
Charge = 0

The geometry in XYZ format:
```
6
Properties=species:S:1:pos:R:3:forces:R:3:nbo_charge:R:1
C 1.054 -0.217 0.573 -3.35 -3.06 -4.30 -0.08
N 0.025 -0.212 -0.222 0.05 0.31 0.87 -0.58
S -0.954 1.096 -0.622 -0.32 -0.48 0.32 0.27
I -3.102 -0.043 -1.134 1.06 0.42 0.16 0.03
H 1.467 -1.199 0.431 0.90 -0.24 1.08 0.20
H 1.511 0.574 0.973 1.66 3.06 1.86 0.16
```
Positions in Å, forces in eV/Å.

***

What did we get for E? Answer: -82636.719, -106399.647, -21493.781 eV, in the order shown.